Record 1
A molecular structure, C3HLiO4Zn. Source: OMol25; level of theory: ωB97M-V/def2-TZVPD.

```
! wB97M-V def2-TZVPD RIJCOSX def2/J DEFGRID3
* xyz 2 1
O 0.46 -0.88 0.12
O 1.93 0.79 0.00
C -1.78 -0.16 0.18
Zn 0.28 1.97 0.01
H 2.87 0.95 -0.20
Li -4.64 -0.62 -0.55
O -2.96 -0.27 0.24
O 2.62 -1.35 -0.03
C -0.52 0.13 0.12
C 1.73 -0.56 0.11
*
```

The HOMO-LUMO gap is 6.58 eV. The energy relative to the best compared isomer or geometry (same formula, charge and spin) comes out at 95.8 kJ/mol. The HOMO energy is -17.6 eV. As for the total energy: -59920.6855 eV. The value obtained for the lowest unoccupied orbital energy is -11.00 eV.

Record 2
A single C18H27N3O3S molecule. Source: OMol25; level of theory: ωB97M-V/def2-TZVPD.

```
! wB97M-V def2-TZVPD RIJCOSX def2/J DEFGRID3
* xyz 0 1
H -2.47 3.28 1.34
C 1.59 -0.06 -0.31
C 1.78 -0.58 -2.74
C 1.49 1.33 -0.43
H 3.10 -1.84 -3.80
S 1.06 2.52 3.40
C -0.54 4.61 3.65
H 0.86 -4.78 -1.41
H 1.87 -1.88 -1.23
H -3.59 2.52 2.49
O 1.63 0.52 -3.22
C 0.23 -3.31 -2.86
C -0.32 -3.94 -4.16
H -1.28 1.53 2.61
H 1.55 1.79 -1.40
H 0.35 -3.78 -5.00
H -1.83 6.32 3.45
C 1.26 1.50 1.95
O 2.11 3.50 3.44
H -1.77 2.27 4.15
H -0.77 4.47 4.71
C -0.98 -5.39 -2.38
C -0.08 -4.33 -1.74
C 1.52 -0.65 0.95
H -0.27 -2.35 -2.66
C -0.51 -5.42 -3.83
H 2.15 -3.84 -3.27
H 0.40 5.15 3.56
H -1.42 5.54 1.92
C 2.03 -1.82 -3.59
H -3.77 5.03 2.50
H 0.44 -5.95 -3.90
H -2.02 -5.07 -2.34
H -1.22 -5.90 -4.49
H 1.30 -0.31 3.06
C 1.33 2.10 0.71
C 1.36 0.12 2.08
C -1.53 2.48 3.09
H -3.26 4.40 4.07
H -1.28 -3.49 -4.41
N -0.36 3.33 2.99
H -0.55 -3.86 -0.88
C -1.68 5.36 2.96
N 1.77 -0.88 -1.41
O 0.87 1.68 4.55
H 1.26 3.18 0.65
H -0.89 -6.35 -1.89
H 1.60 -1.73 1.04
H 1.50 -1.68 -4.55
C -2.96 4.53 3.03
N 1.66 -3.03 -2.88
C -2.71 3.16 2.40
*
```

Its SMILES is O=C(CNC1CCCC1)Nc1ccc(S(=O)(=O)N2CCCCC2)cc1. The HOMO-LUMO gap is 9.40 eV. The energy relative to the best compared isomer or geometry (same formula, charge and spin) comes out at 91.0 kJ/mol. The HOMO energy is -8.8 eV. As for the total energy: -40552.9275 eV. The value obtained for the lowest unoccupied orbital energy is 0.61 eV.

Record 3
A molecular structure, C5H8Na2O4. Source: OMol25; level of theory: ωB97M-V/def2-TZVPD.

```
! wB97M-V def2-TZVPD RIJCOSX def2/J DEFGRID3
* xyz 0 1
C -1.34 1.63 -3.50
Na -3.32 1.36 -6.07
O -4.32 -0.14 -4.63
H -3.72 -1.42 -0.35
C -4.10 -0.37 -0.45
C -2.07 -0.65 -3.95
H -5.69 -1.25 0.69
H -6.24 -0.28 -0.68
O -1.36 2.72 -4.07
O -1.61 0.59 -4.44
H -1.56 -0.89 -2.99
C -5.49 -0.32 0.13
O -3.23 0.47 0.09
H -1.82 -1.44 -4.67
H -3.88 -1.66 -3.40
H -5.62 0.53 0.80
C -3.57 -0.64 -3.73
H -3.88 -0.44 -1.94
Na -1.12 1.58 -0.43
*
```

The HOMO-LUMO gap (alpha / beta) is 6.32 / 6.32 eV. The HOMO energy (alpha / beta) is -6.9 / -6.9 eV. As for the total energy: -22334.1178 eV. The value obtained for the lowest unoccupied orbital energy (alpha / beta) is -0.61 / -0.61 eV.

Record 4
A single C18H21N3S2 molecule. Source: OMol25; level of theory: ωB97M-V/def2-TZVPD.

```
! wB97M-V def2-TZVPD RIJCOSX def2/J DEFGRID3
* xyz 0 1
H -2.61 2.85 0.11
C -3.50 -1.59 -1.89
C 1.80 1.33 2.18
C -0.48 0.54 -0.88
H 3.52 -2.79 -0.73
C -0.95 -1.14 -2.66
C 3.92 -1.92 -0.17
H -3.61 -3.07 -3.49
H -1.49 5.18 1.99
H 2.03 -1.07 -0.19
H -3.24 2.42 1.86
H 6.10 -2.46 -0.17
C 5.77 -0.58 0.72
C 2.33 1.48 4.89
H -0.60 1.51 -1.34
H -3.19 4.03 1.19
C 4.83 0.29 1.18
H 6.80 -0.37 0.94
N -1.30 3.24 1.56
H 3.46 1.32 4.75
H -1.27 -2.86 -4.02
H 0.11 4.74 2.21
N 0.87 2.36 2.19
H 2.10 2.53 4.67
C -0.91 4.39 2.36
H -0.99 4.02 3.39
C 3.46 0.24 0.86
H 0.52 0.13 -0.97
C -2.93 -2.39 -2.87
C -1.45 -0.37 -1.52
C -2.70 3.09 1.17
C 3.07 -0.92 0.19
H -4.44 -1.91 -1.47
H 5.18 1.09 1.88
H 0.08 -0.91 -2.95
C -1.61 -2.19 -3.23
C 5.33 -1.73 0.02
C -2.79 -0.59 -1.14
H -3.20 -0.13 -0.36
H 1.99 1.15 5.83
C -0.33 2.15 1.52
S 1.66 0.32 3.60
S -0.75 0.52 0.90
N 2.65 1.34 1.18
*
```

Its SMILES is CSC(=N\c1ccccc1)/N=C(\SCc1ccccc1)N(C)C. The HOMO-LUMO gap is 8.65 eV. The energy relative to the best compared isomer or geometry (same formula, charge and spin) comes out at 224.0 kJ/mol. The HOMO energy is -8.0 eV. As for the total energy: -45144.0608 eV. The value obtained for the lowest unoccupied orbital energy is 0.61 eV.

Record 5
2 unconnected molecules or ions with the total composition C9H12F2N2O3. Source: OMol25; level of theory: ωB97M-V/def2-TZVPD.

```
! wB97M-V def2-TZVPD RIJCOSX def2/J DEFGRID3
* xyz 0 1
H -2.18 -2.45 -1.59
C -1.53 -2.00 -0.88
H -1.25 0.13 2.05
N 1.83 -2.70 -0.07
H -2.58 0.88 0.97
O -5.18 0.59 1.57
N 0.31 -1.12 0.78
C 1.56 1.95 -0.12
H 1.63 3.00 -0.46
C -1.49 0.84 1.11
C -1.60 -0.50 -1.05
C 0.62 -2.13 0.02
F -2.95 -0.24 -0.87
C -5.47 0.47 0.47
H 1.47 1.37 -2.32
O -5.85 0.38 -0.61
C 1.55 0.98 -1.33
H 2.51 -2.05 0.41
H 2.29 1.80 0.71
H -1.13 1.81 1.54
O -0.25 -2.62 -0.84
C -0.67 0.39 -0.13
C 0.35 1.18 -0.55
H 2.12 0.10 -1.29
H 1.88 -3.46 -0.79
H -2.07 -2.06 0.12
F -1.44 -0.14 -2.42
H 1.12 -0.89 1.36
*
```

Its SMILES is [H]/N=C(\N)OCC(F)(F)C(C)=C1CC1.O=C=O. The HOMO-LUMO gap is 7.82 eV. The energy relative to the best compared isomer or geometry (same formula, charge and spin) comes out at 291.3 kJ/mol. The HOMO energy is -7.4 eV. As for the total energy: -24081.8976 eV. The value obtained for the lowest unoccupied orbital energy is 0.44 eV.

Record 6
A single C5H8N2O molecule. Source: OMol25; level of theory: ωB97M-V/def2-TZVPD.

```
! wB97M-V def2-TZVPD RIJCOSX def2/J DEFGRID3
* xyz 0 1
N 1.76 1.20 0.16
H -2.11 -0.51 -1.12
C 0.30 0.83 -0.32
H -2.29 -1.11 0.57
N -0.39 -1.46 -0.15
H 0.34 0.56 -1.35
H 2.31 2.10 -0.23
C 2.06 -0.29 0.11
H -1.73 1.60 -0.55
C -1.12 0.91 0.05
C 0.62 -0.53 0.37
H 0.43 -0.49 1.51
O 3.03 -0.94 -0.26
C -1.55 -0.61 -0.12
H -0.41 -2.44 0.31
H -1.26 1.20 1.02
*
```

Its SMILES is O=C1N[C@@H]2CCN[C@@H]12. The HOMO-LUMO gap is 9.64 eV. The energy relative to the best compared isomer or geometry (same formula, charge and spin) comes out at 376.6 kJ/mol. The HOMO energy is -8.8 eV. As for the total energy: -10338.8230 eV. The value obtained for the lowest unoccupied orbital energy is 0.89 eV.

Record 7
A molecular structure, C42H31CaN7O8STe. Source: OMol25; level of theory: ωB97M-V/def2-TZVPD.

```
! wB97M-V def2-TZVPD RIJCOSX def2/J DEFGRID3
* xyz -1 2
C -2.57 -0.22 2.98
H -4.13 -1.52 -2.01
S -4.01 -6.53 0.13
C 2.94 2.74 -4.24
C -1.08 -3.61 -4.11
H -2.98 -0.94 3.70
H -1.49 -0.22 3.09
H 0.71 3.08 4.34
C -0.17 -2.71 -3.52
N 4.85 -3.44 -1.93
C 0.53 -2.13 1.76
C -4.06 -1.44 1.37
C 4.22 -0.06 -0.38
H 0.23 1.49 3.73
H -2.94 0.77 3.24
C -3.29 5.96 3.92
H -4.57 -1.86 2.23
C -1.53 4.19 3.64
O 3.00 -1.24 -2.03
C 3.02 0.84 -0.13
C 0.90 3.89 -2.76
C -1.28 -4.02 0.96
C -2.72 -0.44 -0.83
O 0.21 0.41 -1.97
H -4.09 2.00 0.22
C -2.71 3.26 1.29
H -3.66 5.64 4.89
C -0.94 3.13 2.96
C -2.97 -0.59 1.58
H -2.55 6.74 4.09
C -0.56 -3.20 0.02
H 0.44 -2.07 -4.14
N 0.00 -2.58 -2.22
N -3.05 -5.71 1.18
C -3.25 4.33 2.00
C -3.81 -1.26 -1.01
C -2.47 -5.07 -0.96
C 6.17 -2.06 -0.46
H -1.06 4.57 4.54
H 3.75 2.28 -4.80
H 0.11 4.33 -2.16
N 0.31 -2.24 0.47
N -3.43 -5.93 -1.28
Te -0.52 1.04 0.78
C -0.74 -3.36 -1.38
O 3.06 2.05 -0.25
H 1.12 2.61 2.69
O 3.72 -3.86 -2.13
C -0.10 -2.92 2.73
C -3.39 2.82 0.03
H -2.66 2.48 -0.70
C 6.34 -0.94 0.32
C 2.13 1.94 -3.44
C -1.03 -3.86 2.31
H 6.91 -2.85 -0.45
C -4.48 -1.77 0.09
O 5.86 -4.05 -2.28
H 1.25 -1.37 2.06
H 5.49 0.92 1.01
C -1.55 2.64 1.79
C -1.69 -4.30 -1.89
C -2.68 4.80 3.17
H -1.17 -3.67 -5.18
H 0.14 -2.79 3.78
O 2.00 0.15 0.29
C 5.02 -2.21 -1.21
H -1.57 -4.48 3.02
H 2.30 0.88 -3.37
H -5.33 -2.43 -0.04
H 3.36 4.72 -4.93
C -1.84 -4.41 -3.27
O 8.37 -1.68 1.07
C 4.00 -1.19 -1.25
C 0.35 2.55 3.46
H -4.12 6.39 3.36
H -2.18 -0.05 -1.68
N 7.50 -0.83 1.16
Ca 1.23 -1.04 -1.17
H -2.56 -5.11 -3.66
C 1.11 2.52 -2.69
O 7.58 0.12 1.93
H -3.95 3.65 -0.40
H 1.53 5.75 -3.62
C 2.72 4.11 -4.31
C -2.31 -0.09 0.45
C 5.35 0.06 0.37
N -0.20 2.27 -0.71
H -4.14 4.81 1.61
C 1.69 4.68 -3.57
C -2.26 -4.94 0.45
C 0.33 1.67 -1.75
*
```

Its expectation value of S² is 0.781. The HOMO-LUMO gap (alpha / beta) is 4.57 / 7.88 eV. The energy relative to the best compared isomer or geometry (same formula, charge and spin) comes out at 225.5 kJ/mol. The HOMO energy (alpha / beta) is -2.7 / -6.0 eV. As for the total energy: -107434.9736 eV. The value obtained for the lowest unoccupied orbital energy (alpha / beta) is 1.85 / 1.88 eV.

Record 8
A molecular structure, C53H54MoN4O4SSbSe. Source: OMol25; level of theory: ωB97M-V/def2-TZVPD.

```
! wB97M-V def2-TZVPD RIJCOSX def2/J DEFGRID3
* xyz -1 3
C 0.59 1.45 -3.07
H 5.46 -3.32 3.54
N 3.72 -3.18 2.40
H -1.26 -4.90 -1.75
H -1.55 5.35 1.05
S 2.85 -0.73 1.59
C 1.48 3.25 1.81
C 1.72 4.07 4.46
H 5.26 2.23 -3.92
H 3.80 -5.28 2.93
H -1.57 -4.10 -4.07
Sb -2.74 -2.18 -2.56
O 1.11 1.43 0.25
C 4.92 3.54 -2.12
H -5.02 -3.84 3.22
C -2.69 1.71 1.00
C 5.42 1.46 -1.80
H -2.83 -0.20 -4.39
H -2.76 1.16 5.84
C 1.89 4.98 3.43
H -6.76 -2.94 -3.59
H 0.34 4.67 -0.21
O -1.07 0.42 -1.85
H 2.91 3.29 -4.68
C -1.90 4.32 1.04
C -5.67 -3.06 -3.64
O -0.80 -0.70 0.80
H 0.85 -1.05 5.24
H -5.30 -2.32 -1.66
H -2.57 -1.25 -6.62
N -1.53 2.05 0.46
C 2.78 -2.38 1.82
C -0.08 -0.65 4.86
H 3.86 5.40 -2.73
H 5.86 4.01 -2.40
C -2.10 0.60 5.19
H 0.05 3.30 -1.30
C 4.86 0.12 -1.47
C -2.51 -4.43 1.05
C 3.78 2.49 -0.11
C 1.35 2.81 0.35
C -1.96 -0.69 1.56
H -2.33 -2.84 -5.89
H 1.03 -2.91 0.85
C -0.92 0.08 5.70
C -2.44 -4.19 -3.41
H 5.05 -1.70 2.92
C -2.57 -2.10 1.64
H -0.65 0.24 6.73
C -4.18 -3.64 2.58
H 3.77 1.74 0.67
C 2.71 0.84 -2.35
H -3.30 -4.48 -4.00
C -2.44 0.40 3.86
C -1.61 -0.33 3.02
C 3.24 -4.48 2.47
H -5.45 -4.10 -3.41
C -2.15 -5.21 -2.31
C -3.54 2.66 1.55
C -1.14 3.32 0.46
C -2.37 -1.18 -4.47
C 0.15 3.60 -0.26
H 0.21 -1.43 2.89
O -1.72 1.83 -3.44
H 0.43 2.87 -4.64
C -4.96 -2.12 -2.67
C 3.29 1.83 -3.15
H 1.05 1.31 2.61
C -3.67 -2.36 2.47
H 1.27 2.04 4.96
H -2.98 -5.28 -1.60
C 5.07 -2.76 2.70
N 1.72 -3.19 1.55
H -4.01 0.06 1.39
C -0.84 1.26 -2.82
H -3.98 -5.70 1.98
C 3.80 4.53 -2.09
C 4.73 2.22 -2.96
Se 0.78 -2.26 -1.32
H 1.91 5.00 -1.37
C 1.28 2.34 2.84
H 2.11 6.02 3.66
C -2.82 -1.87 -5.76
C 1.12 2.33 -4.00
H 5.50 -0.63 -1.03
C 1.42 2.75 4.17
H 5.87 2.93 -0.15
H -2.04 -5.24 0.50
H -5.37 -2.88 -4.67
C -0.43 -0.86 3.54
C -2.02 -3.14 0.92
H 6.50 1.41 -1.94
C 2.00 -4.48 1.93
H -1.97 -6.21 -2.72
H -3.77 4.75 2.01
C 2.48 2.55 -4.02
C 5.07 2.66 -0.85
C -3.04 0.25 0.94
C 3.56 -0.12 -1.67
H -3.37 0.82 3.49
H 1.30 -5.28 1.79
C 1.77 4.57 2.11
C -3.59 -4.69 1.88
H 1.84 4.38 5.49
H -1.29 -1.04 -4.49
C 2.67 3.19 -0.38
H -1.19 -2.93 0.25
Mo 0.36 -0.02 -0.57
H 5.72 -2.92 1.83
H -3.90 -2.03 -5.77
H 1.93 5.29 1.32
C 2.73 4.31 -1.33
H -4.51 2.37 1.93
N 1.37 0.72 -2.24
H -4.12 -1.57 3.05
H -3.09 -0.04 -0.12
C -3.13 3.99 1.58
H -5.20 -1.08 -2.90
H 3.13 -1.08 -1.42
*
```

Its expectation value of S² is 2.019. The HOMO-LUMO gap (alpha / beta) is 5.45 / 6.17 eV. The HOMO energy (alpha / beta) is -3.1 / -3.9 eV. As for the total energy: -154565.6310 eV. The value obtained for the lowest unoccupied orbital energy (alpha / beta) is 2.33 / 2.28 eV.

Record 9
A molecular structure, C46H34F15GeMoN2PSSi2. Source: OMol25; level of theory: ωB97M-V/def2-TZVPD.

```
! wB97M-V def2-TZVPD RIJCOSX def2/J DEFGRID3
* xyz 0 3
C 3.44 -4.77 0.89
C -0.34 3.77 1.90
C -5.15 1.80 0.86
C -1.16 -3.30 1.22
P -1.18 2.74 0.67
H -1.24 -3.13 -1.86
C -2.49 5.75 -1.78
H 1.72 6.27 3.99
F -0.90 6.34 8.07
C 3.07 -1.42 7.20
H 1.32 -5.00 0.74
C 2.91 0.66 5.46
C 1.84 -0.91 6.81
H -3.23 6.53 -1.77
C 4.23 -0.88 6.68
F -4.27 -2.50 7.72
C -2.62 -0.85 7.94
H 2.72 1.29 -1.87
C 1.72 0.16 5.95
C -2.96 1.83 2.55
H 5.12 -1.87 0.48
C 1.01 3.52 2.16
F 1.59 5.27 8.15
F 5.26 0.68 5.26
H 1.48 2.63 1.74
N -0.34 1.45 0.28
C -0.21 5.79 3.18
C -0.15 2.69 6.27
H 0.12 2.91 -1.84
C 0.60 4.61 7.55
Si 0.10 -2.36 0.14
H -3.03 5.00 0.15
C -1.67 -0.04 7.35
C -3.18 -1.73 5.79
C -3.93 2.26 0.39
H -2.53 -1.29 -1.40
C -2.83 2.28 1.25
H 3.61 -5.82 1.11
H 3.84 -0.06 -2.04
F 0.77 -1.55 7.30
Mo 0.35 -0.05 1.09
H -3.07 -0.47 -0.08
H 3.96 1.88 0.79
C -1.66 5.60 -2.88
C -1.42 -0.06 5.99
C 4.15 0.17 5.79
Si 2.66 -0.19 0.16
F -2.07 -0.94 3.90
H -1.29 -4.33 0.87
C -3.37 -1.71 7.16
C 0.84 3.40 6.92
F -0.94 0.74 8.16
C -1.41 3.28 6.26
C -0.60 3.71 -1.84
F 5.41 -1.39 7.03
H 5.52 -4.25 0.98
H -0.08 4.45 -3.78
C 2.15 -4.31 0.69
C -0.19 -2.89 -1.67
C -1.69 4.48 6.88
H -2.01 5.09 2.24
H 0.13 -2.13 -2.38
N -2.29 -0.59 -0.71
F 2.85 1.68 4.58
C -0.95 4.90 2.43
F -2.81 -0.82 9.26
H 2.12 -0.32 -2.29
H 3.79 0.80 2.17
H -2.13 0.29 -1.20
H -2.09 1.83 3.21
F 3.13 -2.44 8.05
Ge 0.07 1.01 5.09
C 1.74 4.42 2.91
C -4.18 1.38 3.02
C -2.38 4.89 -0.70
H -0.83 -3.34 2.26
C 1.90 -2.95 0.45
F -2.92 5.00 6.84
C 3.97 0.83 1.10
H -6.01 1.78 0.19
C 4.51 -3.89 0.81
H 2.79 4.23 3.11
H 4.97 0.44 0.92
H 0.39 -3.79 -1.87
C -0.72 4.58 -2.92
H -0.68 6.69 3.58
H -3.83 2.59 -0.64
C 2.98 -2.06 0.38
S 0.88 -0.79 3.07
H -2.13 -2.81 1.20
C -5.28 1.37 2.17
C 1.14 5.56 3.41
H -1.75 6.28 -3.72
C -0.67 5.16 7.52
F -3.93 -2.53 5.03
H -4.27 1.05 4.05
C -1.42 3.87 -0.73
C 2.85 0.22 -1.69
H -6.24 1.02 2.53
F -2.41 2.67 5.59
F 2.09 2.92 6.97
C 4.28 -2.55 0.55
C -2.21 -0.91 5.23
*
```

Its expectation value of S² is 2.016. The HOMO-LUMO gap (alpha / beta) is 7.12 / 6.33 eV. The energy relative to the best compared isomer or geometry (same formula, charge and spin) comes out at 26.7 kJ/mol. The HOMO energy (alpha / beta) is -7.7 / -8.3 eV. As for the total energy: -186245.4490 eV. The value obtained for the lowest unoccupied orbital energy (alpha / beta) is -0.54 / -1.95 eV.